Formula: C10H24MnO6
Source: the Open Molecules 2025 dataset
Level of theory: the ωB97M-V functional and the def2-TZVPD basis

Energy = -1997.584456 a.u.
E_HOMO (alpha / beta) = 1.63 / 1.64 eV
Frontier orbital gap (alpha / beta) = 2.83 / 2.82 eV
Net charge = -2
Spin multiplicity = 6
LUMO (alpha / beta) = 4.47 / 4.45 eV

Positions of all 41 atoms, in Å:
C -4.6531 -0.1042 -1.6154
H -1.3829 4.3440 1.4546
O -2.4420 -0.7001 -0.2582
H 2.4228 -1.7572 2.3194
H -0.7576 -1.7090 -2.6201
H 2.1570 1.4769 -0.7417
C -0.4636 4.0752 0.9344
H -2.9354 -1.5149 -1.9826
H 0.3102 4.0349 1.7009
H -1.1251 3.0466 -0.8775
H -5.4741 -0.7239 -1.9760
C 2.1307 -0.4817 -1.3981
H 2.7475 -1.3636 -1.2247
C 2.1390 1.1944 1.9497
H 0.9678 -2.0200 -3.1217
C 2.3616 0.5160 -0.2694
C 0.2533 -1.3102 -2.7048
C -0.6408 2.8430 0.0775
O -5.0789 0.9000 -0.6828
C -3.4803 -1.0912 -1.1389
O 0.7181 -0.7786 -1.5033
H 1.8393 -3.0165 3.4610
H 2.6263 -0.1645 -2.3156
H 2.6142 -3.4782 2.0565
H -4.4649 0.3508 -2.5878
O -0.3662 -1.8909 1.9640
H 1.3161 1.3452 2.6484
H 2.3243 2.2402 1.7048
C 1.9191 -2.7191 2.4154
H 0.2499 -3.8800 1.7364
H 0.2763 -0.5019 -3.4356
H 0.3651 2.6102 -0.2720
H -0.3345 4.9868 0.3510
H 3.3972 0.5334 0.0702
H -4.0399 -1.8502 -0.5922
O -1.2371 1.6738 0.6899
C 0.6530 -2.8769 1.5970
H 2.9738 0.6454 2.3853
O 1.5870 0.4000 0.8616
H 0.9288 -2.8551 0.5426
Mn -0.4021 -0.4289 0.3978